Molecular formula: C35H71NO9
Method: DFT, ωB97M-V/def2-TZVPD

Element x y z (Å)
C  6.714  -4.439  -1.886
C  6.542  -5.187  -3.224
O  5.566  -4.941  -3.888
N  7.509  -6.058  -3.573
C  7.571  -6.966  -4.694
H  6.449  -5.136  -1.091
H  5.912  -3.711  -1.758
H  7.670  -3.965  -1.663
H  8.297  -6.069  -2.941
H  8.361  -6.885  -5.440
H  6.618  -7.071  -5.211
H  7.826  -7.963  -4.333
C  -5.304  -4.617  -5.473
C  -4.266  -5.208  -6.372
C  -3.192  -4.127  -6.512
O  -4.052  -3.017  -6.714
C  -5.298  -3.180  -5.995
H  -5.004  -4.620  -4.425
H  -6.287  -5.077  -5.572
H  -4.685  -5.478  -7.341
H  -3.879  -6.171  -6.041
H  -2.476  -4.280  -7.320
H  -2.528  -3.978  -5.660
H  -6.077  -3.155  -6.757
H  -5.455  -2.479  -5.175
C  9.016  3.461  1.564
C  7.511  3.242  1.433
C  6.908  4.124  2.504
O  7.960  4.634  3.329
C  9.101  4.715  2.463
H  9.495  3.410  0.586
H  9.415  2.536  1.978
H  7.231  2.205  1.618
H  7.140  3.558  0.458
H  6.130  3.707  3.144
H  6.375  4.950  2.032
H  10.021  4.884  3.023
H  8.913  5.665  1.963
C  -6.092  6.062  -2.221
C  -6.346  4.724  -1.629
C  -7.360  4.133  -2.488
O  -6.991  4.557  -3.777
C  -6.477  5.897  -3.733
H  -5.069  6.437  -2.173
H  -6.688  6.775  -1.651
H  -6.794  4.826  -0.640
H  -5.390  4.202  -1.581
H  -8.358  4.558  -2.379
H  -7.373  3.050  -2.608
H  -7.174  6.692  -3.999
H  -5.656  5.944  -4.449
C  0.308  -0.922  8.219
C  -0.711  0.168  8.336
C  -0.117  0.970  9.427
O  0.367  0.035  10.352
C  0.550  -1.152  9.670
H  1.216  -0.645  7.683
H  -0.114  -1.818  7.763
H  -1.608  -0.362  8.654
H  -0.835  0.751  7.423
H  -0.796  1.753  9.764
H  0.770  1.476  9.045
H  -0.187  -1.829  10.101
H  1.558  -1.527  9.851
C  2.141  10.486  -2.671
C  2.271  8.950  -2.270
C  3.739  8.724  -2.387
O  4.239  9.556  -3.413
C  3.443  10.780  -3.418
H  2.124  10.987  -1.703
H  1.196  10.673  -3.181
H  1.776  8.287  -2.980
H  1.823  8.770  -1.293
H  3.977  7.660  -2.399
H  4.281  9.020  -1.489
H  3.250  11.233  -4.390
H  3.985  11.536  -2.849
C  -1.807  -7.974  1.029
C  -1.168  -7.803  -0.351
C  0.249  -7.268  -0.024
O  0.553  -7.803  1.289
C  -0.657  -7.750  1.997
H  -2.316  -8.927  1.171
H  -2.604  -7.263  1.246
H  -1.724  -7.053  -0.914
H  -1.127  -8.709  -0.955
H  0.297  -6.184  -0.132
H  0.997  -7.639  -0.724
H  -0.704  -6.798  2.526
H  -0.748  -8.459  2.820
C  0.294  0.096  -0.901
C  0.399  0.051  0.654
C  -0.033  1.553  1.112
O  0.024  2.281  -0.098
C  0.714  1.553  -1.121
H  -0.745  0.042  -1.227
H  0.977  -0.570  -1.428
H  1.462  0.009  0.892
H  -0.107  -0.766  1.169
H  0.729  1.838  1.837
H  -1.052  1.547  1.499
H  1.773  1.788  -1.019
H  0.448  1.959  -2.097
C  -5.304  -2.110  3.474
C  -5.490  -2.092  1.960
C  -6.970  -2.116  1.834
O  -7.311  -2.961  2.879
C  -6.402  -3.099  3.933
H  -5.396  -1.110  3.900
H  -4.286  -2.436  3.689
H  -5.025  -2.952  1.478
H  -5.149  -1.223  1.398
H  -7.283  -2.406  0.831
H  -7.339  -1.103  1.992
H  -5.979  -4.103  3.939
H  -6.812  -2.771  4.888

Values from the calculation:
E_LUMO	0.14	eV
multiplicity	1
Kohn-Sham gap	0.3524	Eh
ΔE to the lowest compared entry with this formula, charge and spin	149.9	kJ/mol
SMILES	CNC(C)=O.C1CCOC1.C1CCOC1.C1CCOC1.C1CCOC1.C1CCOC1.C1CCOC1.C1CCOC1.C1CCOC1



Molecular formula: C35H74F3N8O12
Method: DFT, ωB97M-V/def2-TZVPD

Element x y z (Å)
C  -7.318  -3.491  -0.269
C  -6.098  -4.066  -0.957
O  -5.143  -3.071  -1.318
C  -4.458  -2.490  -0.241
C  -3.034  -2.159  -0.667
N  -2.345  -3.496  -0.937
C  -1.456  -3.898  0.213
C  -0.281  -2.952  0.392
C  0.993  -3.274  -0.378
F  0.935  -4.486  -0.972
F  2.056  -3.290  0.432
F  1.256  -2.389  -1.361
C  -1.751  -3.609  -2.320
C  -2.755  -3.001  -3.268
O  -2.812  -1.601  -3.105
C  -2.889  -1.078  -1.810
C  -1.574  -0.298  -1.574
C  -1.150  0.668  -2.669
O  -1.278  1.838  -2.549
O  -0.580  0.111  -3.774
O  -4.031  -0.284  -1.764
C  -4.035  0.997  -1.114
C  -3.992  0.962  0.406
H  -7.089  -3.119  0.732
H  -8.092  -4.254  -0.173
H  -7.718  -2.668  -0.864
H  -5.614  -4.827  -0.326
H  -6.373  -4.547  -1.896
H  -4.411  -3.206  0.598
H  -4.936  -1.586  0.134
H  -2.547  -1.716  0.201
H  -3.111  -4.174  -0.978
H  -1.159  -4.938  0.080
H  -2.091  -3.850  1.098
H  -0.563  -1.927  0.196
H  -0.002  -2.954  1.446
H  -1.618  -4.669  -2.532
H  -0.802  -3.084  -2.357
H  -3.736  -3.468  -3.142
H  -2.427  -3.198  -4.284
H  -1.600  0.262  -0.638
H  -0.773  -1.031  -1.489
H  0.204  -0.398  -3.532
H  -4.985  1.433  -1.424
H  -3.251  1.633  -1.523
H  -4.928  0.578  0.816
H  -3.882  1.985  0.773
H  -3.164  0.380  0.817
C  1.086  1.386  2.639
C  1.468  0.146  1.868
O  0.723  -0.319  1.002
N  2.642  -0.449  2.152
C  3.627  -0.079  3.157
H  0.121  1.737  2.281
H  1.023  1.175  3.708
H  1.826  2.174  2.494
H  2.836  -1.259  1.584
H  4.587  0.142  2.692
H  3.772  -0.887  3.871
H  3.296  0.794  3.708
C  5.665  2.685  5.271
C  5.934  1.337  5.902
O  5.378  0.319  5.516
N  6.825  1.297  6.921
C  7.576  2.388  7.509
H  4.938  2.552  4.474
H  5.266  3.388  6.003
H  6.577  3.110  4.851
H  6.963  0.372  7.300
H  8.649  2.220  7.412
H  7.340  2.498  8.568
H  7.333  3.320  7.010
C  -0.676  3.602  -0.116
C  -1.001  3.844  1.341
O  -0.932  2.934  2.162
N  -1.383  5.088  1.701
C  -1.526  6.269  0.861
H  -0.407  2.555  -0.217
H  -1.533  3.813  -0.755
H  0.159  4.219  -0.450
H  -1.593  5.181  2.683
H  -0.878  7.073  1.206
H  -2.559  6.619  0.878
H  -1.264  6.025  -0.164
C  2.373  -4.522  3.279
C  2.552  -5.857  3.970
O  1.758  -6.765  3.793
N  3.623  -6.000  4.789
C  4.649  -5.028  5.107
H  1.481  -4.601  2.666
H  2.247  -3.713  4.001
H  3.225  -4.285  2.641
H  3.684  -6.912  5.216
H  5.635  -5.387  4.811
H  4.668  -4.814  6.177
H  4.458  -4.097  4.583
C  -2.247  -7.759  -5.734
C  -2.213  -6.257  -5.596
O  -2.214  -5.719  -4.490
N  -2.182  -5.523  -6.728
C  -2.175  -5.992  -8.101
H  -2.268  -8.189  -4.738
H  -3.131  -8.083  -6.283
H  -1.365  -8.124  -6.261
H  -2.158  -4.526  -6.577
H  -1.275  -5.661  -8.619
H  -3.044  -5.618  -8.642
H  -2.202  -7.076  -8.123
C  0.791  5.017  -7.452
C  1.222  3.584  -7.237
O  2.130  3.080  -7.874
N  0.553  2.868  -6.293
C  -0.540  3.282  -5.437
H  1.420  5.439  -8.230
H  -0.253  5.072  -7.765
H  0.904  5.604  -6.540
H  0.885  1.921  -6.201
H  -0.266  3.189  -4.387
H  -1.419  2.657  -5.609
H  -0.808  4.314  -5.640
C  1.088  9.666  3.759
C  1.298  8.817  2.527
O  0.459  8.752  1.642
N  2.463  8.126  2.431
C  3.562  8.088  3.373
H  0.118  10.145  3.671
H  1.107  9.058  4.665
H  1.859  10.432  3.845
H  2.546  7.588  1.583
H  4.483  8.455  2.917
H  3.736  7.071  3.731
H  3.338  8.713  4.230

Values from the calculation:
E_LUMO	-1.82	eV
multiplicity	1
Kohn-Sham gap	0.3196	Eh
charge	+1
ΔE to the lowest compared entry with this formula, charge and spin	0.0	kJ/mol



Molecular formula: C35H76N11O11S3
Method: DFT, ωB97M-V/def2-TZVPD

Element x y z (Å)
C  -0.348  -1.054  0.313
C  0.473  0.243  0.489
S  -0.514  1.742  0.527
C  -1.344  1.658  -1.083
C  -2.633  0.906  -1.140
C  -2.754  -0.117  -2.084
N  -3.851  -0.840  -2.166
N  -4.940  -0.671  -1.436
C  -4.883  0.315  -0.577
S  -6.424  0.584  0.363
C  -7.566  -0.546  -0.373
O  -6.170  0.179  1.710
O  -6.850  1.921  0.089
C  -3.758  1.145  -0.356
S  -3.841  2.463  0.813
H  -1.208  -0.912  -0.339
H  0.273  -1.798  -0.183
H  -0.660  -1.423  1.285
H  1.248  0.288  -0.276
H  0.966  0.213  1.456
H  -1.465  2.650  -1.516
H  -0.642  1.150  -1.743
H  -1.944  -0.354  -2.764
H  -3.900  -1.600  -2.835
H  -7.780  -0.211  -1.385
H  -7.093  -1.522  -0.435
H  -8.443  -0.553  0.266
H  -3.003  1.922  1.709
C  2.966  4.006  2.637
C  3.502  2.604  2.710
O  2.774  1.611  2.732
N  4.845  2.456  2.740
C  5.872  3.491  2.710
H  1.881  3.981  2.636
H  3.315  4.587  3.493
H  3.301  4.468  1.714
H  5.147  1.495  2.787
H  6.507  3.352  1.833
H  6.485  3.430  3.610
H  5.416  4.473  2.654
C  2.567  5.949  -2.095
C  1.897  4.913  -1.240
O  2.407  4.459  -0.221
N  0.661  4.492  -1.634
C  -0.097  4.870  -2.816
H  3.531  6.193  -1.661
H  2.714  5.566  -3.108
H  1.959  6.850  -2.132
H  0.244  3.815  -1.008
H  -1.038  5.356  -2.532
H  -0.324  3.956  -3.373
H  0.472  5.561  -3.430
C  0.299  0.246  -5.396
C  -0.590  1.235  -4.704
O  -0.190  1.881  -3.738
N  -1.860  1.395  -5.165
C  -2.492  0.705  -6.280
H  1.271  0.274  -4.910
H  -0.123  -0.759  -5.337
H  0.424  0.514  -6.446
H  -2.394  2.094  -4.671
H  -2.792  1.422  -7.044
H  -3.378  0.166  -5.942
H  -1.807  -0.014  -6.715
C  8.795  2.753  7.392
C  7.595  2.904  6.489
O  7.675  3.443  5.395
N  6.408  2.416  6.935
C  6.127  1.753  8.193
H  9.654  3.190  6.894
H  8.634  3.268  8.339
H  8.998  1.701  7.594
H  5.646  2.547  6.288
H  5.744  0.747  8.016
H  5.381  2.313  8.760
H  7.028  1.678  8.792
C  0.357  8.318  2.064
C  0.371  7.564  0.755
O  1.186  7.804  -0.121
N  -0.564  6.591  0.584
C  -1.602  6.170  1.502
H  1.158  9.050  2.043
H  -0.593  8.835  2.203
H  0.517  7.641  2.903
H  -0.491  6.117  -0.302
H  -1.471  5.115  1.755
H  -2.586  6.300  1.046
H  -1.566  6.753  2.416
C  4.259  -1.653  -3.962
C  3.874  -0.237  -3.596
O  3.416  0.542  -4.417
N  4.054  0.150  -2.307
C  4.581  -0.621  -1.199
H  4.056  -1.800  -5.018
H  5.320  -1.827  -3.778
H  3.681  -2.374  -3.382
H  3.778  1.105  -2.132
H  3.842  -0.694  -0.399
H  5.477  -0.146  -0.797
H  4.840  -1.624  -1.521
C  0.164  -4.008  -7.341
C  -0.700  -3.537  -6.198
O  -1.167  -2.402  -6.173
N  -0.939  -4.412  -5.193
C  -0.466  -5.779  -5.060
H  0.261  -3.197  -8.055
H  1.156  -4.288  -6.985
H  -0.286  -4.867  -7.838
H  -1.520  -4.041  -4.459
H  -1.310  -6.468  -5.004
H  0.132  -5.887  -4.155
H  0.145  -6.053  -5.913
C  0.167  -5.255  2.158
C  -0.961  -4.853  1.237
O  -0.756  -4.194  0.225
N  -2.210  -5.254  1.576
C  -2.618  -6.037  2.733
H  1.095  -4.864  1.753
H  0.015  -4.847  3.157
H  0.240  -6.340  2.229
H  -2.921  -4.963  0.924
H  -3.099  -6.962  2.419
H  -3.322  -5.464  3.340
H  -1.761  -6.289  3.346
C  -6.196  -8.866  2.263
C  -5.376  -8.764  3.529
O  -4.175  -8.984  3.538
N  -6.027  -8.421  4.670
C  -7.437  -8.133  4.849
H  -5.535  -9.150  1.450
H  -6.975  -9.622  2.365
H  -6.665  -7.910  2.026
H  -5.427  -8.376  5.479
H  -7.574  -7.120  5.229
H  -7.881  -8.831  5.560
H  -7.966  -8.222  3.906

Values from the calculation:
E_LUMO	-4.64	eV
multiplicity	1
Kohn-Sham gap	0.2085	Eh
charge	+1



Which formula does entry 2 have? C35H74F3N8O12